Entry 1:
Molecular formula: C18H27BCl2N6O2Ru
Method: DFT, ωB97M-V/def2-TZVPD

Computed properties:
* energy above the lowest of the compared OMol25 structures with the same formula, charge and spin: 0.0 kcal/mol
* total charge: +1
* multiplicity: 6
* gap between HOMO and LUMO (spin up / spin down): 0.354 / 0.253 Eh
* HOMO (spin up / spin down): -11.491 / -11.792 eV

Geometry as XYZ:
```
57
Properties=species:S:1:pos:R:3:mulliken_spin:R:1
Ru -0.23455 -0.65219 -1.08214 3.986
C 0.39347 1.60078 -3.92281 0.029
C 0.58555 2.11586 -2.54123 -0.021
C 0.98072 3.38352 -2.13593 0.012
C 0.97675 3.35188 -0.74978 0.039
C 1.32215 4.43348 0.21534 -0.003
N 0.59656 2.12450 -0.35811 -0.010
N 0.35677 1.36206 -1.46263 0.146
B 0.45171 1.53658 1.06236 -0.045
N 1.43944 0.35843 1.22955 0.015
N 1.59385 -0.54188 0.21387 0.124
C 2.59658 -1.35799 0.55305 -0.008
C 3.11825 -2.42604 -0.34451 0.022
C 3.09271 -0.98681 1.79777 0.016
C 2.33590 0.10320 2.19608 0.023
C 2.42028 0.90465 3.44962 -0.001
N -0.99944 1.03282 1.28991 -0.005
N -1.64232 0.24732 0.36338 0.139
C -2.91374 0.13048 0.76411 -0.026
C -3.93245 -0.63824 0.00539 0.011
C -3.10293 0.84982 1.93767 0.007
C -1.87544 1.41212 2.23666 0.025
C -1.49454 2.29264 3.37782 -0.001
H 1.17171 1.98038 -4.58295 0.001
H -0.57013 1.91589 -4.32636 0.001
H 0.43634 0.50631 -3.96664 -0.007
H 1.23833 4.22288 -2.75599 0.002
H 1.61628 5.32638 -0.33096 0.000
H 2.14782 4.13724 0.86137 0.002
H 0.47395 4.68370 0.85142 0.002
H 0.69724 2.38409 1.86056 -0.002
H 2.58552 -2.47280 -1.29337 0.001
H 3.06815 -3.40557 0.13232 -0.001
H 4.16695 -2.23285 -0.57144 0.001
H 3.91074 -1.43316 2.33498 0.002
H 3.30798 0.61914 4.00906 0.000
H 1.55135 0.72369 4.08299 0.001
H 2.47213 1.97175 3.24394 0.001
H -3.58862 -0.86490 -0.99824 -0.008
H -4.84765 -0.05565 -0.09596 0.001
H -4.19577 -1.56562 0.51433 0.001
H -4.01629 0.96047 2.49442 0.002
H -2.34800 2.41602 4.04166 0.000
H -1.18192 3.27877 3.03723 0.001
H -0.67381 1.86452 3.95167 0.001
Cl -2.21255 -1.69741 -3.13862 0.052
C -3.07548 -3.10916 -2.40787 0.001
Cl -4.77698 -3.08489 -2.77408 0.003
H -2.90952 -3.05835 -1.33541 -0.001
H -2.61856 -3.98793 -2.85089 0.001
C 0.47602 -5.08358 -1.32665 0.027
O 0.48802 -3.75604 -1.94079 0.030
C 0.06250 -2.77569 -1.18725 0.157
O -0.36076 -2.87115 -0.04518 0.246
H 0.63778 -5.77527 -2.14524 0.001
H -0.47981 -5.25778 -0.83922 0.003
H 1.28177 -5.14039 -0.59829 0.002
```

Entry 2:
Molecular formula: C18H27BF5IO2Si
Method: DFT, ωB97M-V/def2-TZVPD

Computed properties:
* gap between HOMO and LUMO: 0.280 Eh
* HOMO: -8.557 eV
* SMILES: CC[C@H](I)BC(F)(F)CC[Si](C)(C)c1ccccc1.CCOC(=O)C(F)(F)F

Geometry as XYZ:
```
55
Properties=species:S:1:pos:R:3:nbo_charge:R:1
C -1.21853 1.11520 -5.99998 -0.645
C -0.56776 -0.13011 -6.84635 -0.439
C 0.96192 -0.53702 -6.42093 -0.694
I 1.05751 -2.75875 -6.61437 0.125
B 1.35431 -0.16522 -4.86786 0.727
C 2.91641 -0.11928 -4.40580 0.378
F 3.70733 -1.27226 -4.97898 -0.383
F 3.51860 1.10294 -5.05969 -0.383
C 3.25409 -0.04167 -2.83164 -0.477
C 2.03197 -0.00290 -1.76557 -0.899
Si 1.36982 -1.76055 -1.21618 1.653
C 2.72045 -3.11982 -1.12693 -1.157
C -0.09034 -2.37339 -2.37823 -1.129
C 0.55768 -1.61926 0.56615 -0.484
C -0.06106 -0.21705 1.17746 -0.217
C -0.77129 -0.22298 2.68619 -0.238
C -0.85254 -1.64118 3.55042 -0.236
C -0.21176 -3.06064 2.96249 -0.238
C 0.47323 -2.98678 1.47024 -0.223
H -0.50039 2.02224 -5.81648 0.218
H -1.53198 0.68512 -4.93168 0.210
H -2.24406 1.50192 -6.47355 0.233
H -0.51344 0.21500 -7.98732 0.215
H -1.29398 -1.07724 -6.85439 0.232
H 1.73984 -0.12475 -7.22612 0.271
H 0.49330 0.02274 -4.08998 -0.103
H 3.90194 0.94555 -2.65154 0.251
H 4.00836 -0.93179 -2.57823 0.247
H 1.14537 0.74983 -2.03273 0.250
H 2.48630 0.44982 -0.75641 0.258
H 3.77877 -2.82212 -1.52367 0.252
H 2.86028 -3.57217 -0.04201 0.256
H 2.33103 -4.03104 -1.79202 0.252
H -0.72139 -1.40003 -2.61430 0.235
H -0.76971 -3.18071 -1.86294 0.260
H 0.34728 -2.74116 -3.42185 0.243
H -0.02110 0.79012 0.55087 0.234
H -1.24898 0.75426 3.15099 0.245
H -1.39278 -1.63842 4.61371 0.229
H -0.28701 -4.07263 3.57423 0.242
H 0.91951 -3.97445 0.97265 0.227
C -0.52539 3.02108 7.50196 -0.637
C -1.54762 1.95578 7.15218 -0.079
O -2.84548 2.54486 6.97983 -0.480
C -3.10894 3.07620 5.74318 0.688
O -2.30889 3.07047 4.81168 -0.534
C -4.53472 3.62364 5.68580 0.900
F -4.87502 4.33038 6.80233 -0.308
F -5.46117 2.62936 5.56941 -0.308
F -4.74215 4.46209 4.63138 -0.303
H -0.84792 3.59053 8.37974 0.217
H 0.44843 2.56959 7.71096 0.224
H -0.40782 3.73795 6.68326 0.222
H -1.62970 1.24062 7.97768 0.199
H -1.25079 1.38805 6.26294 0.200
```

Entry 3:
Molecular formula: C18H27BN2O7PtS2
Method: DFT, ωB97M-V/def2-TZVPD

Computed properties:
* energy above the lowest of the compared OMol25 structures with the same formula, charge and spin: 10.3 kcal/mol
* total charge: -2
* gap between HOMO and LUMO: 0.184 Eh
* HOMO: -0.512 eV

Geometry as XYZ:
```
58
Properties=species:S:1:pos:R:3:nbo_charge:R:1
Pt 1.05666 -1.64323 -0.49250 0.632
C 2.11224 2.66964 4.15073 -0.622
C 2.98534 2.21471 2.98664 -0.213
N 2.40083 2.49686 1.69028 -0.451
C 2.65757 3.82178 1.15810 -0.201
C 3.86668 3.86291 0.23288 -0.617
C 1.55174 1.59646 1.07290 0.272
S 1.06624 0.20516 1.82674 -0.218
N 1.19751 2.05498 -0.17110 -0.706
C 0.68988 1.36818 -1.16671 0.660
O 0.56661 0.14097 -1.44223 -0.672
C 0.20658 2.26297 -2.32727 -0.087
C 0.33312 3.64630 -2.28668 -0.140
C -0.11975 4.42570 -3.34467 -0.256
C -0.70519 3.82211 -4.45014 -0.241
C -0.83240 2.43936 -4.49720 -0.218
C -0.37567 1.66227 -3.43949 -0.194
H 2.61375 2.48004 5.10330 0.190
H 1.17199 2.12035 4.13504 0.234
H 1.89619 3.73963 4.08683 0.181
H 3.16599 1.14322 3.05202 0.247
H 3.95428 2.72516 3.02436 0.169
H 2.80638 4.49397 2.01044 0.170
H 1.77510 4.16050 0.62008 0.217
H 4.76481 3.51121 0.74510 0.196
H 4.05324 4.87873 -0.12744 0.184
H 3.68686 3.21299 -0.62274 0.232
H 0.79550 4.09304 -1.41822 0.217
H -0.01324 5.50389 -3.30382 0.192
H -1.05985 4.42920 -5.27633 0.190
H -1.28396 1.96139 -5.35858 0.196
H -0.45506 0.58385 -3.45538 0.249
C -3.52750 -4.42083 -0.92058 -0.621
C -2.47110 -3.78128 -0.03339 0.240
C -1.87792 -4.82281 0.91316 -0.639
O -1.40768 -3.29451 -0.84415 -0.751
B -0.81448 -2.19842 -0.17423 0.859
O -1.72397 -1.75400 0.81007 -0.746
C -2.93530 -2.49519 0.70196 0.228
C -3.91373 -1.66166 -0.12404 -0.630
C -3.49645 -2.72566 2.09566 -0.619
H -3.12372 -5.33169 -1.36541 0.211
H -3.82010 -3.75062 -1.72736 0.212
H -4.41771 -4.68762 -0.34281 0.188
H -1.38539 -5.58740 0.31218 0.224
H -2.64178 -5.29235 1.53941 0.181
H -1.11040 -4.37602 1.54604 0.240
H -3.54200 -1.53487 -1.14124 0.221
H -3.99030 -0.67422 0.33299 0.214
H -4.90955 -2.11163 -0.16256 0.186
H -2.75074 -3.18234 2.74321 0.223
H -4.38029 -3.37027 2.06130 0.187
H -3.78473 -1.76870 2.53451 0.207
O 1.69146 -3.45137 0.23421 -0.994
S 3.17105 -3.47680 -0.30022 2.551
O 3.48575 -4.84402 -0.68666 -1.041
O 3.10050 -2.53481 -1.46281 -1.077
O 4.04609 -2.95521 0.74581 -1.048
```

Electronic energy, respectively: -2221.0289; -1963.5303; -2279.0109 a.u..
Largest force on an atom, respectively: 0.531; 4.945; 1.298 eV/Å.